The following is a DFT calculation (wB97M-V/def2-TZVPD) of a structure of composition C4H11MgO2.

```
18
Properties=species:S:1:pos:R:3:lowdin_charge:R:1
H 4.00397 2.78519 -0.41444 0.04
C 3.02726 2.21721 -0.26905 -0.07
H 2.40865 2.86540 0.36386 0.01
H 3.31801 1.28779 0.23573 0.02
H 2.63569 2.06772 -1.28253 0.02
O 0.47234 0.78590 0.10696 -0.35
C 0.46909 -0.49226 -0.45543 -0.32
C -0.65142 -1.35221 0.12051 -0.17
O -1.85130 -0.55235 0.12988 -0.32
C -3.03591 -1.26498 0.47203 -0.04
Mg -1.28371 1.33593 0.47752 1.30
H 1.41644 -1.02906 -0.26714 0.14
H 0.34730 -0.44255 -1.55519 0.13
H -0.43705 -1.65111 1.15886 0.14
H -0.82732 -2.25002 -0.48890 0.15
H -3.85667 -0.54193 0.50832 0.10
H -3.24003 -2.02372 -0.29422 0.12
H -2.91534 -1.74494 1.45322 0.11
```

The largest force on an atom comes out at 2.3 eV Å⁻¹. The net charge is +1. The calculation puts the HOMO energy at -13.485 eV. The calculation puts the total energy at -13858.9076 eV. Its orbital gap is 7.041 eV. The LUMO energy comes out at -6.4 eV.